37
Properties=species:S:1:pos:R:3 method="wB97M-V/def2-TZVPD" total_charge=+3 e_homo_ev=-16.34 e_tot_ha=-1180.8884
Hf 3.27329 6.65321 -0.24129
C 1.32602 -0.56147 -0.76146
C 0.87345 0.78612 -1.37486
O 1.41465 2.02247 -1.00859
H 2.20819 -0.91899 -1.29254
H 0.61870 -1.37500 -0.92265
H 1.55905 -0.59363 0.30285
H -0.17071 0.94337 -1.10448
H 0.82384 0.67439 -2.45798
C -1.62759 1.18495 4.92324
N -2.97646 1.83643 5.17461
O -3.57988 2.25399 4.21612
O -3.31174 1.93507 6.34679
H -1.14699 1.58434 4.03014
H -1.90137 0.15527 4.69323
H -0.88492 1.19449 5.72102
C -5.99764 4.37652 -1.47665
N -7.30504 4.85953 -1.04558
O -8.31667 4.12252 -1.21774
O -7.33204 5.99841 -0.69591
H -5.48701 5.06837 -2.14651
H -6.28420 3.45677 -1.98659
H -5.30519 3.96247 -0.74372
C 1.47050 -4.89901 -5.48877
N 0.79966 -5.80127 -6.50912
O -0.30987 -5.50993 -6.92262
O 1.39491 -6.81446 -6.81910
H 2.35132 -5.40745 -5.09666
H 0.78157 -4.56976 -4.71092
H 1.84770 -4.03479 -6.03552
C 6.17307 -1.56829 2.99418
N 5.51354 -2.01696 4.18462
O 4.26919 -1.94577 4.32211
O 6.22020 -2.51739 5.08290
H 5.52635 -0.95502 2.36668
H 6.37831 -2.53246 2.52905
H 7.11367 -1.04691 3.17180

---

25
Properties=species:S:1:pos:R:3 method="wB97M-V/def2-TZVPD" de_lowest_kcal_mol=162.4 total_charge=+1 e_homo_ev=-14.16 e_tot_ha=-347.8320
C 1.69366 -1.29047 0.41958
N 0.52758 -0.56695 -0.19746
C -0.46521 -0.28496 0.74238
C -1.85233 -0.19588 -0.12069
C -1.83955 0.99261 -1.05728
C -2.95523 -0.02798 0.87871
C 2.75243 -0.28180 1.11507
N 3.07557 0.80968 0.21480
H 1.27519 -1.94014 1.17215
H 2.13082 -1.78297 -0.43372
H 2.16832 1.08373 -0.14255
H -0.21107 0.56210 1.40594
H -0.76436 -1.21195 1.38080
H -1.61902 -1.04958 -0.74310
H -1.93483 1.94818 -0.43403
H -0.94207 1.00062 -1.67378
H -2.71468 0.75913 -1.67902
H -2.71647 0.84014 1.52194
H -3.16082 -0.91720 1.55248
H -3.92581 0.13666 0.40484
H 3.78837 -0.75523 1.34141
H 2.42192 -0.04608 2.09961
H 1.22262 0.40149 -4.38865
H 3.48426 1.62736 0.67718
H 0.56070 0.18947 -4.05662

---

25
Properties=species:S:1:pos:R:3 method="wB97M-V/def2-TZVPD" de_lowest_kcal_mol=36.4 total_charge=+1 e_homo_ev=-13.05 e_tot_ha=-348.0328
C -1.75568 -1.99505 1.63499
C 1.11086 0.59616 2.37822
C -0.17568 -0.23408 2.63250
C -0.64815 -0.94090 1.34839
H -1.43152 -2.76099 2.36349
H -2.10029 -2.45038 0.72168
H -2.54307 -1.43911 2.09951
H 1.52892 0.96825 3.29631
H 0.89735 1.50043 1.82005
H 1.96629 0.03367 1.88648
H -0.99452 0.27482 3.01671
H 0.11344 -1.03241 3.39784
H -0.95181 -0.16912 0.66074
H 0.19670 -1.50936 0.83528
C 0.45946 1.08262 -1.62188
C 0.24877 0.29058 -2.69545
N -0.65216 0.62534 -3.69659
N 1.34972 0.71262 -0.51854
H -0.08925 2.05858 -1.44836
H 0.83863 -0.62826 -2.83003
H -1.02580 -0.11636 -4.24819
H -1.42634 1.24944 -3.42319
H 0.86698 0.07002 0.11362
H 1.58131 1.54224 0.00039
H 2.25254 0.24696 -0.81710

---

25
Properties=species:S:1:pos:R:3 method="wB97M-V/def2-TZVPD" de_lowest_kcal_mol=26.7 total_charge=+1 e_homo_ev=-12.83 e_tot_ha=-348.0482
C 0.49287 1.94321 2.30800
C 0.22731 1.02948 1.08335
C -1.20952 0.52956 0.92048
C -1.40883 -0.50918 -0.23895
C -0.56336 -0.61591 -1.49286
N 0.79982 -1.14376 -1.26556
C 0.63765 -2.66465 -1.08869
N 0.75711 1.60005 -0.15930
H 1.17477 1.42732 2.98501
H -0.39794 2.09974 2.87396
H 1.03258 2.86040 2.01263
H 0.78881 0.10257 1.27049
H -1.42962 0.14038 1.91721
H -1.84958 1.39010 0.71411
H -2.48873 -0.47729 -0.47205
H -1.39771 -1.47179 0.28047
H -1.12442 -1.18464 -2.23662
H -0.43903 0.34868 -1.98674
H 1.20103 -0.77432 -0.38966
H 0.96650 -3.19541 -1.96368
H -0.39647 -2.95119 -0.87203
H 1.20872 -2.91230 -0.15009
H 1.45658 -0.95886 -2.03742
H 1.67896 2.01453 -0.09292
H 0.22740 2.15616 -0.81189

---

no.,LUMO (eV),gap between HOMO and LUMO (eV)
1,-15.21,1.1
2,-8.46,5.7
3,-3.07,10.0
4,-3.02,9.8